ORCA calculation (the ωB97M-V functional and the def2-TZVPD basis) on a molecular structure, C28H44Cl5N11O3PSr.

The geometry in XYZ format:
```
93
Properties=species:S:1:pos:R:3:lowdin_charge:R:1
Sr -0.320 -0.698 0.247 1.140
N 0.590 -1.251 -2.147 -0.084
C 1.588 -2.323 -2.229 -0.243
C 0.960 -3.645 -1.795 -0.176
N 0.270 -3.551 -0.504 -0.191
C -1.066 -4.152 -0.542 -0.200
C -2.048 -3.411 -1.439 -0.240
N -2.179 -2.004 -1.035 -0.089
C 1.047 -4.165 0.573 -0.191
C 2.405 -3.508 0.760 -0.233
N 2.243 -2.071 1.002 -0.022
H -0.233 -1.521 -2.679 0.071
H 0.942 -0.413 -2.595 0.039
H 2.418 -2.056 -1.573 0.082
H 1.986 -2.454 -3.242 0.120
H 1.732 -4.422 -1.775 0.127
H 0.246 -3.941 -2.565 0.114
H -1.457 -4.138 0.476 0.078
H -1.024 -5.205 -0.865 0.136
H -3.001 -3.948 -1.387 0.118
H -1.722 -3.448 -2.480 0.103
H -2.751 -1.980 -0.193 -0.022
H -2.705 -1.496 -1.739 0.077
H 1.204 -5.239 0.383 0.133
H 0.475 -4.069 1.499 0.116
H 3.013 -3.649 -0.135 0.104
H 2.919 -4.019 1.580 0.122
H 3.142 -1.609 0.935 0.056
H 1.938 -1.937 1.961 0.001
N -0.289 1.731 -2.995 0.165
C -1.610 1.726 -2.683 -0.437
N -2.433 2.269 -3.570 0.177
C -3.726 2.222 -3.244 -0.442
N -4.609 2.706 -4.125 0.178
N -4.200 1.742 -2.085 0.176
C -3.288 1.267 -1.253 -0.294
N -1.980 1.174 -1.507 0.146
C -3.780 0.872 0.095 -0.224
C -5.133 0.982 0.400 0.000
C -5.539 0.777 1.708 -0.039
C -4.579 0.501 2.666 -0.033
C -3.258 0.374 2.260 -0.149
N -2.863 0.527 1.001 0.062
H -0.067 2.275 -3.814 0.109
H 0.325 1.872 -2.203 0.049
H -4.281 3.088 -4.993 0.111
H -5.589 2.690 -3.913 0.112
H -5.832 1.242 -0.381 0.108
H -6.584 0.854 1.977 0.115
H -4.843 0.364 3.706 0.116
H -2.481 0.135 2.974 0.099
Cl -3.528 -3.049 1.726 0.713
C -2.181 -2.776 2.814 -0.694
C -1.173 -1.876 2.459 -0.304
C -0.296 -1.625 3.510 -0.726
Cl 0.849 -0.322 3.293 0.685
C -0.299 -2.270 4.744 -0.709
Cl 0.873 -1.901 5.955 0.683
C -1.274 -3.228 4.996 -0.714
Cl -1.291 -4.086 6.485 0.695
C -2.252 -3.458 4.031 -0.708
Cl -3.521 -4.574 4.372 0.683
C -1.375 4.362 1.576 -0.032
C -0.844 3.028 1.370 -0.232
N -0.441 1.970 1.192 0.136
H -0.621 5.007 2.024 0.092
H -2.233 4.316 2.246 0.092
H -1.691 4.787 0.624 0.089
C 4.668 2.224 -3.009 -0.063
C 4.459 0.996 -2.144 -0.290
O 4.054 1.379 -0.827 -0.306
P 2.541 1.073 -0.275 0.813
O 2.799 1.583 1.229 -0.329
C 3.896 1.128 2.040 -0.294
C 4.838 2.281 2.321 -0.060
O 1.683 2.337 -0.818 -0.376
C 2.039 3.704 -0.543 -0.270
C 1.407 4.592 -1.596 -0.062
H 5.019 1.929 -3.998 0.083
H 5.410 2.878 -2.553 0.085
H 3.737 2.781 -3.124 0.064
H 5.392 0.440 -2.046 0.119
H 3.712 0.332 -2.595 0.098
H 4.438 0.325 1.534 0.105
H 3.474 0.742 2.967 0.090
H 5.274 2.644 1.391 0.075
H 5.639 1.952 2.984 0.084
H 4.299 3.097 2.803 0.084
H 3.125 3.802 -0.543 0.116
H 1.670 3.961 0.451 0.106
H 1.716 4.284 -2.596 0.070
H 1.716 5.626 -1.444 0.086
H 0.318 4.536 -1.542 0.070
```

HOMO energy	-10.48	eV
net charge	+1
max |F|	0.905	eV Å⁻¹
HOMO-LUMO gap	8.12	eV
multiplicity	1

---

ORCA calculation (the ωB97M-V functional and the def2-TZVPD basis) on a molecular structure, C28H44CrN8O7S2Sb.

The geometry in XYZ format:
```
91
Properties=species:S:1:pos:R:3:lowdin_spin:R:1
Cr 0.606 0.346 -0.112 2.869
C 6.702 -0.295 -0.714 0.000
C 6.312 -0.332 0.760 0.000
N 5.184 0.539 1.083 0.005
C 5.449 1.781 1.793 -0.001
C 5.531 3.000 0.874 0.000
C 3.943 0.162 0.717 0.004
S 2.630 1.217 1.142 -0.009
N 3.853 -1.019 0.132 0.004
C 2.846 -1.552 -0.547 0.007
O 1.800 -0.956 -0.927 0.032
C 3.038 -2.962 -0.959 -0.001
C 2.112 -3.541 -1.824 0.001
C 2.274 -4.852 -2.235 0.000
C 3.358 -5.594 -1.790 0.001
C 4.281 -5.022 -0.924 0.000
C 4.123 -3.712 -0.508 0.001
H 7.521 -0.991 -0.892 0.000
H 7.023 0.704 -1.009 0.000
H 5.858 -0.589 -1.333 0.000
H 7.157 -0.018 1.371 0.000
H 6.039 -1.353 1.030 0.000
H 6.391 1.658 2.327 0.000
H 4.655 1.936 2.525 0.000
H 6.168 2.796 0.014 0.000
H 5.940 3.844 1.426 0.000
H 4.543 3.279 0.513 0.000
H 1.275 -2.948 -2.165 0.000
H 1.554 -5.295 -2.909 0.000
H 3.476 -6.620 -2.112 0.000
H 5.123 -5.603 -0.573 0.000
H 4.832 -3.255 0.165 0.000
C 0.700 2.254 -3.930 0.003
C 0.363 1.557 -2.655 0.024
N 1.080 1.661 -1.583 -0.002
O 2.186 2.485 -1.670 -0.001
C -0.833 0.775 -2.489 0.024
C -1.960 0.779 -3.473 0.003
N -0.930 0.176 -1.317 -0.025
O -2.012 -0.339 -0.936 -0.004
H 1.769 2.447 -3.966 0.000
H 0.178 3.211 -3.997 0.001
H 0.402 1.638 -4.776 0.000
H 2.636 2.345 -0.814 0.000
H -1.706 0.216 -4.372 0.001
H -2.227 1.796 -3.762 0.001
H -2.818 0.308 -2.998 0.000
N -0.081 -1.849 2.005 0.064
C 0.214 -1.016 1.250 -0.023
C -4.761 -3.117 0.870 0.002
Sb -2.722 -2.564 1.464 0.001
C -1.734 -3.740 -0.044 0.000
C -2.489 -4.098 2.998 -0.001
H -4.815 -4.197 0.745 0.000
H -4.997 -2.629 -0.074 0.000
H -5.476 -2.805 1.628 0.000
H -2.284 -4.664 -0.218 0.000
H -0.721 -3.963 0.284 0.000
H -1.689 -3.165 -0.966 0.000
H -2.686 -5.082 2.574 0.000
H -3.177 -3.910 3.820 0.000
H -1.466 -4.049 3.362 0.000
C 2.549 4.562 5.908 0.000
C 1.531 5.686 5.858 0.000
S -0.143 5.048 5.600 0.000
O -1.085 6.082 5.925 0.000
O -0.289 3.772 6.253 0.000
C -0.223 4.731 3.814 0.000
C -1.522 3.982 3.523 0.000
N -1.395 3.223 2.287 0.002
C -0.686 2.088 2.151 0.008
N -0.563 1.758 0.858 -0.005
C -1.226 2.707 0.150 0.006
C -1.741 3.635 1.009 0.002
N -2.476 4.787 0.647 0.000
O -2.560 5.016 -0.545 0.000
O -2.977 5.480 1.519 0.001
C -0.111 1.331 3.285 0.001
H 3.503 4.925 6.288 0.000
H 2.716 4.129 4.922 0.000
H 2.187 3.780 6.572 0.000
H 1.705 6.390 5.045 0.000
H 1.479 6.234 6.797 0.000
H 0.649 4.119 3.583 0.000
H -0.171 5.689 3.301 0.000
H -2.346 4.678 3.421 0.000
H -1.723 3.295 4.345 0.000
H -1.337 2.686 -0.917 0.001
H -0.479 1.674 4.249 0.000
H 0.977 1.417 3.277 0.001
H -0.338 0.273 3.163 0.000
```

HOMO energy (alpha / beta)	-6.79 / -6.80	eV
<S²>	3.785
max |F|	1.912	eV Å⁻¹
HOMO-LUMO gap (alpha / beta)	5.86 / 5.86	eV
multiplicity	4

---

ORCA calculation (the ωB97M-V functional and the def2-TZVPD basis) on 7 unconnected molecules or ions with the total composition C28H44N4O6S3.

The geometry in XYZ format:
```
85
Properties=species:S:1:pos:R:3:lowdin_spin:R:1
C -3.870 0.686 -2.088 0.000
C -4.439 0.077 -3.445 0.000
C -3.316 0.152 -4.510 0.000
S -2.067 1.463 -4.027 0.000
O -2.054 2.476 -5.034 0.000
O -0.807 0.810 -3.558 0.000
C -3.070 1.997 -2.504 0.000
H -3.202 -0.041 -1.626 0.000
H -4.666 0.873 -1.366 0.000
H -5.283 0.660 -3.811 0.000
H -4.813 -0.889 -3.107 0.000
H -3.489 0.314 -5.574 0.000
H -2.688 -0.739 -4.526 0.000
H -3.805 2.680 -2.930 0.000
H -2.381 2.479 -1.809 0.000
C 2.359 3.886 2.086 0.000
C 2.984 4.179 3.458 0.000
C 2.302 3.284 4.462 0.000
S 0.535 2.987 3.768 0.000
O -0.389 3.661 4.639 0.000
O 0.323 1.549 3.496 0.000
C 0.824 4.045 2.240 0.000
H 2.570 2.857 1.795 0.000
H 2.794 4.640 1.429 0.000
H 2.800 5.196 3.803 0.000
H 4.073 4.220 3.460 0.000
H 2.190 3.667 5.477 0.000
H 2.703 2.273 4.526 0.000
H 0.533 5.061 2.505 0.000
H 0.118 3.648 1.510 0.000
C 0.090 0.265 -0.442 0.000
C 1.553 0.225 -0.037 0.000
C 1.840 -1.244 0.454 0.001
S 0.895 -2.411 -0.658 0.000
O 0.199 -3.313 0.231 0.000
O 1.801 -2.955 -1.691 0.000
C -0.172 -1.028 -1.316 0.000
H -0.218 1.243 -0.813 0.000
H -0.460 0.180 0.495 0.000
H 1.908 0.841 0.789 0.000
H 2.093 0.684 -0.865 0.000
H 1.455 -1.374 1.466 0.000
H 2.913 -1.435 0.457 0.001
H -1.183 -1.309 -1.612 0.000
H 0.394 -0.857 -2.231 0.000
N -4.737 -4.316 -3.045 0.000
C -5.870 -3.709 -2.390 0.000
C -5.386 -3.089 -1.255 0.000
C -4.023 -3.141 -1.248 0.000
C -3.622 -3.971 -2.275 0.000
H -4.780 -4.739 -3.961 0.000
H -6.867 -3.657 -2.801 0.000
H -5.902 -2.493 -0.517 0.000
H -3.253 -2.657 -0.665 0.000
H -2.635 -4.328 -2.529 0.000
N 2.855 0.895 -3.873 0.000
C 3.426 2.102 -3.923 0.000
C 4.581 2.123 -3.130 0.000
C 4.598 0.891 -2.494 0.000
C 3.535 0.132 -2.954 0.000
H 2.000 0.548 -4.284 0.000
H 3.103 2.884 -4.595 0.000
H 5.340 2.880 -2.994 0.000
H 5.447 0.565 -1.912 0.000
H 3.176 -0.834 -2.631 0.000
N -2.236 -0.203 3.027 0.000
C -1.373 -1.230 2.706 0.000
C -2.067 -2.145 1.906 0.000
C -3.359 -1.568 1.696 0.000
C -3.434 -0.404 2.409 0.000
H -2.120 0.514 3.729 0.000
H -0.360 -1.182 3.080 0.000
H -1.696 -3.082 1.517 0.000
H -4.040 -2.124 1.068 0.000
H -4.283 0.225 2.632 0.000
N 5.507 -2.409 3.784 0.060
C 5.103 -1.250 3.275 0.369
C 3.674 -1.184 3.288 0.127
C 3.278 -2.406 3.795 0.096
C 4.429 -3.052 4.142 0.319
H 6.454 -2.685 4.003 -0.002
H 5.766 -0.475 2.919 0.014
H 3.111 -0.367 2.863 0.003
H 2.271 -2.772 3.928 0.001
H 4.508 -3.946 4.743 0.011
```

HOMO energy (alpha / beta)	-9.72 / -9.72	eV
<S²>	0.760
net charge	+1
max |F|	4.151	eV Å⁻¹
HOMO-LUMO gap (alpha / beta)	6.40 / 2.14	eV
multiplicity	2

---

ORCA calculation (the ωB97M-V functional and the def2-TZVPD basis) on a molecular structure, C28H44N5O3P2S2V.

The geometry in XYZ format:
```
85
Properties=species:S:1:pos:R:3:lowdin_spin:R:1
V 0.522 0.727 0.396 2.699
C 2.835 -4.748 1.479 0.000
C 2.220 -4.699 0.101 0.000
O 0.871 -4.183 0.197 0.001
P 0.429 -2.851 -0.534 0.008
S -1.501 -2.649 -0.229 0.007
S 1.708 -1.371 0.018 0.024
O 0.779 -3.224 -2.052 0.003
C 0.691 -2.252 -3.104 0.000
C 1.356 -2.823 -4.335 0.000
H 3.840 -5.173 1.420 0.000
H 2.231 -5.371 2.141 0.000
H 2.899 -3.744 1.899 0.000
H 2.134 -5.693 -0.333 0.000
H 2.810 -4.076 -0.571 0.000
H 1.182 -1.329 -2.784 0.000
H -0.362 -2.044 -3.295 0.000
H 2.394 -3.084 -4.120 0.000
H 1.335 -2.087 -5.142 0.000
H 0.832 -3.722 -4.665 0.000
N -0.487 2.274 -1.988 0.019
P -1.200 0.792 -1.364 0.051
C -1.866 0.168 -2.976 0.004
C -1.155 0.419 -4.150 0.000
C -1.663 0.032 -5.384 0.000
C -2.883 -0.620 -5.459 -0.001
C -3.580 -0.906 -4.292 0.000
C -3.074 -0.523 -3.060 -0.001
C -2.791 1.430 -0.669 0.008
C -3.588 0.567 0.088 0.002
C -4.825 0.978 0.566 0.000
C -5.282 2.261 0.301 0.001
C -4.491 3.134 -0.432 0.001
C -3.255 2.723 -0.915 0.001
C 0.897 2.340 -2.037 0.023
C 1.557 3.047 -3.046 -0.003
C 2.931 3.057 -3.067 0.022
C 3.633 2.345 -2.096 -0.002
C 2.917 1.680 -1.134 0.022
N 1.566 1.686 -1.066 0.013
H -0.929 2.682 -2.796 0.001
H -0.184 0.902 -4.114 0.000
H -1.097 0.237 -6.285 0.000
H -3.286 -0.912 -6.421 0.000
H -4.526 -1.433 -4.339 0.000
H -3.623 -0.775 -2.164 0.000
H -3.242 -0.444 0.283 0.000
H -5.432 0.289 1.143 0.000
H -6.257 2.577 0.653 0.000
H -4.838 4.140 -0.636 0.000
H -2.655 3.425 -1.479 0.000
H 0.982 3.558 -3.807 -0.001
H 3.460 3.596 -3.844 0.001
H 4.713 2.299 -2.101 -0.001
H 3.418 1.088 -0.380 0.002
N -0.572 -0.330 1.954 0.018
C -1.536 0.130 2.983 0.002
C -1.000 1.294 3.820 0.001
C -1.391 2.701 3.332 0.001
C -0.405 3.367 2.388 0.002
N -0.363 2.717 1.054 0.014
H -1.013 -1.077 1.410 0.005
H 0.210 -0.775 2.427 0.004
H -1.785 -0.700 3.645 -0.001
H -2.453 0.427 2.480 0.000
H 0.092 1.218 3.867 0.000
H -1.372 1.174 4.837 0.000
H -1.490 3.358 4.197 0.000
H -2.376 2.665 2.851 0.000
H 0.592 3.344 2.830 0.000
H -0.689 4.413 2.276 -0.001
H 0.103 3.340 0.403 0.004
H -1.320 2.649 0.726 0.004
C 3.778 0.900 3.970 0.001
N 3.592 2.049 3.086 0.010
C 4.439 3.210 3.326 0.001
C 2.716 2.020 2.097 0.010
O 1.956 1.064 1.865 0.018
H 4.826 0.598 3.957 0.000
H 3.163 0.076 3.626 0.000
H 3.504 1.164 4.992 0.000
H 4.350 3.520 4.366 0.000
H 4.140 4.037 2.687 0.000
H 5.484 2.967 3.128 0.000
H 2.714 2.925 1.480 0.001
```

HOMO energy (alpha / beta)	-9.68 / -10.27	eV
<S²>	3.762
net charge	+1
max |F|	1.688	eV Å⁻¹
HOMO-LUMO gap (alpha / beta)	7.53 / 7.87	eV
multiplicity	4

---

ORCA calculation (the ωB97M-V functional and the def2-TZVPD basis) on a molecular structure, C28H45AuCl2OP.

The geometry in XYZ format:
```
78
Properties=species:S:1:pos:R:3:lowdin_spin:R:1
P -0.048 -0.078 -1.448 0.010
C -0.208 -1.962 -1.617 0.001
C 0.249 -2.648 -2.913 0.000
C -0.171 -4.122 -2.904 0.000
C 0.317 -4.873 -1.659 0.000
C -0.051 -4.148 -0.360 0.000
C 0.362 -2.669 -0.379 0.000
C 1.807 0.273 -1.407 0.001
C 2.714 -0.521 -2.346 0.000
C 4.142 0.032 -2.278 0.000
C 4.693 0.049 -0.847 0.000
C 3.744 0.734 0.145 0.000
C 2.309 0.207 0.044 0.000
C -0.419 0.438 -3.205 0.001
C -1.873 0.066 -3.548 0.000
C -2.270 0.536 -4.954 0.000
C -1.998 2.028 -5.174 0.000
C -0.561 2.410 -4.806 0.000
C -0.157 1.941 -3.399 0.000
H -1.311 -2.054 -1.562 0.001
H 1.339 -2.582 -3.017 0.000
H -0.180 -2.156 -3.796 0.000
H 0.201 -4.614 -3.811 0.000
H -1.268 -4.170 -2.939 0.000
H -0.113 -5.881 -1.650 0.000
H 1.408 -4.995 -1.710 0.000
H -1.138 -4.198 -0.212 0.000
H 0.417 -4.645 0.497 0.000
H -0.007 -2.172 0.531 0.000
H 1.461 -2.600 -0.384 0.000
H 1.849 1.333 -1.714 0.000
H 4.138 1.057 -2.673 0.000
H 2.350 -0.480 -3.383 0.000
H 2.723 -1.579 -2.043 0.000
H 4.797 -0.561 -2.927 0.000
H 5.664 0.558 -0.835 0.000
H 4.873 -0.983 -0.517 0.000
H 4.109 0.600 1.170 0.000
H 3.731 1.815 -0.055 0.000
H 1.642 0.810 0.678 -0.001
H 2.267 -0.831 0.405 0.000
H 0.267 -0.122 -3.866 0.000
H -2.027 -1.019 -3.474 0.000
H -2.539 0.528 -2.804 0.000
H -1.707 -0.046 -5.697 0.000
H -3.331 0.318 -5.117 0.000
H -2.695 2.614 -4.561 0.000
H -2.193 2.290 -6.220 0.000
H -0.430 3.496 -4.872 0.000
H 0.126 1.959 -5.535 0.000
H 0.907 2.170 -3.248 0.000
H -0.710 2.507 -2.634 0.001
Au -1.300 1.066 1.816 0.495
Cl -0.096 2.828 0.918 0.132
Cl -2.522 -0.851 1.529 0.128
C -0.944 1.347 3.775 0.705
H -1.392 2.264 4.207 0.048
C -0.057 0.581 4.580 0.088
C 0.491 0.972 5.864 0.131
C 1.560 0.253 6.396 -0.007
C 2.089 -0.861 5.726 0.140
C 1.484 -1.304 4.542 -0.006
C 0.391 -0.648 4.020 0.116
H 0.075 1.829 6.395 0.006
H 2.006 0.556 7.340 -0.004
H 1.872 -2.178 4.020 -0.004
H -0.152 -1.029 3.141 0.003
H 2.955 -1.391 6.132 0.010
C -3.687 4.329 5.088 0.000
C -4.433 3.208 4.398 0.000
C -5.026 2.208 5.369 0.001
O -4.511 3.086 3.188 0.000
H -4.247 4.655 5.969 0.000
H -3.560 5.159 4.389 0.000
H -2.716 3.955 5.421 0.000
H -5.802 1.631 4.857 0.000
H -4.229 1.538 5.717 0.001
H -5.450 2.740 6.231 0.000
```

HOMO energy (alpha / beta)	-3.65 / -5.24	eV
<S²>	2.045
net charge	-1
max |F|	2.200	eV Å⁻¹
HOMO-LUMO gap (alpha / beta)	6.41 / 7.99	eV
multiplicity	3